No. 1
{
  "formula": "C18H24F10INO5",
  "method": "ωB97M-V/def2-TZVPD",
  "elements": ["C", "C", "C", "O", "C", "C", "N", "C", "F", "F", "C", "F", "F", "C", "I", "C", "C", "H", "H", "H", "H", "H", "H", "H", "H", "H", "H", "H", "H", "H", "H", "C", "C", "O", "C", "O", "C", "F", "F", "F", "H", "H", "H", "H", "H", "C", "C", "O", "C", "O", "C", "F", "F", "F", "H", "H", "H", "H", "H"],
  "xyz": [[0.86038, 6.24968, -1.12847], [0.87605, 5.03855, -1.10318], [0.99840, 3.58574, -1.00389], [1.25951, 3.28792, 0.34927], [2.31479, 2.38513, 0.51775], [3.68848, 2.95565, 0.14232], [4.80254, 2.32606, 0.87207], [2.26003, 1.88916, 1.97512], [2.86878, 2.69661, 2.82108], [0.97127, 1.86699, 2.33276], [2.77398, 0.42942, 2.09888], [1.76389, -0.39174, 2.34751], [3.62362, 0.30482, 3.11489], [-0.25527, 2.86218, -1.53020], [-2.07870, 3.85040, -0.96463], [-0.15884, 2.84235, -3.05608], [0.83164, 1.76852, -3.54591], [1.10670, 7.26281, -1.25388], [1.80980, 3.32851, -1.68348], [2.13401, 1.49004, -0.09447], [3.66334, 4.03594, 0.23394], [3.82992, 2.76359, -0.92644], [5.59592, 2.94495, 0.77283], [5.05413, 1.48031, 0.37589], [3.30468, 0.08416, 1.21699], [-0.28605, 1.82537, -1.21518], [0.16919, 3.80072, -3.45599], [-1.12212, 2.62875, -3.50638], [0.77740, 0.86999, -2.93676], [1.84189, 2.16136, -3.42322], [0.71594, 1.57153, -4.60353], [1.50102, -3.60561, 3.90151], [0.38578, -3.99980, 2.95849], [0.91207, -4.60775, 1.76305], [1.19709, -5.89956, 1.84206], [1.05919, -6.59805, 2.80173], [1.70018, -6.40116, 0.48124], [2.57284, -5.54682, -0.06776], [0.67711, -6.54334, -0.37231], [2.30340, -7.58026, 0.59674], [2.21880, -2.96175, 3.39305], [1.10067, -3.07378, 4.76367], [2.04415, -4.48163, 4.25699], [-0.15757, -3.11632, 2.62955], [-0.33117, -4.66439, 3.43859], [-6.74529, -0.56063, 0.26331], [-6.52347, -1.34212, -1.01373], [-5.49187, -0.73721, -1.81476], [-4.24528, -1.05392, -1.49301], [-3.90617, -1.78568, -0.61163], [-3.27250, -0.36904, -2.46163], [-3.60606, 0.90446, -2.68308], [-3.25972, -0.99905, -3.64519], [-2.02549, -0.38333, -1.98868], [-6.95820, 0.48490, 0.03856], [-7.58087, -0.97839, 0.82382], [-5.85808, -0.58359, 0.89592], [-7.42285, -1.32696, -1.62595], [-6.28302, -2.38468, -0.81018]],
  "forces_ev_per_angstrom": [[0.51, -2.09, -0.20], [0.10, 1.80, -0.08], [-1.07, 0.47, 0.18], [0.43, -0.01, -0.05], [0.33, -0.47, 0.41], [0.02, -0.47, -0.76], [-0.30, 0.29, -0.26], [-0.53, -0.40, -1.03], [0.71, 0.75, 0.72], [-1.04, -0.06, 0.39], [0.98, 0.38, -0.26], [-1.11, -0.81, -0.09], [0.73, 0.15, 0.97], [0.25, 0.51, -1.00], [0.11, -0.36, 0.22], [0.00, -0.65, -0.59], [0.42, 0.84, 0.57], [-0.28, 0.69, 0.07], [0.30, -0.36, 0.21], [-0.12, -0.07, -0.05], [0.10, 0.13, 0.52], [-0.15, 0.22, -0.16], [0.19, -0.07, 0.24], [0.18, -0.08, 0.05], [-0.09, 0.02, -0.40], [-0.14, 0.01, 0.55], [-0.17, 0.26, 0.15], [-0.26, 0.04, 0.12], [-0.20, -0.30, -0.23], [0.21, -0.15, -0.06], [-0.18, -0.26, -0.12], [0.29, -0.20, -0.10], [-0.18, 0.42, 0.49], [-0.01, -0.12, -0.25], [-0.28, 0.40, 0.41], [0.11, -0.23, -0.13], [0.28, -0.21, -0.44], [-0.03, 0.05, 0.08], [-0.09, 0.06, 0.09], [-0.05, 0.00, 0.14], [-0.09, 0.11, 0.02], [-0.04, 0.02, -0.03], [-0.10, -0.03, 0.05], [0.08, -0.05, -0.24], [0.11, -0.19, -0.10], [0.26, 0.17, 0.04], [-0.53, -0.13, 0.33], [0.18, 0.02, -0.23], [-0.53, -0.22, 0.24], [0.28, 0.05, -0.05], [0.48, 0.38, -0.36], [-0.11, -0.03, 0.05], [-0.15, -0.12, 0.06], [-0.05, -0.10, 0.16], [-0.10, -0.03, -0.03], [-0.01, -0.02, -0.03], [-0.02, -0.10, 0.01], [0.13, 0.12, -0.17], [0.21, 0.05, -0.02]],
  "e_above_lowest_kcal_mol": 12.5,
  "e_homo_ev": -9.242,
  "e_lumo_ev": 0.28,
  "e_tot_ev": -66056.2846,
  "smiles": "C#C[C@@H](O[C@@H](CN)C(F)(F)C(F)F)[C@@H](I)CC.CCOC(=O)C(F)(F)F.CCOC(=O)C(F)(F)F"
}

No. 2
{
  "formula": "C18H24F9N3O9P2S",
  "method": "ωB97M-V/def2-TZVPD",
  "elements": ["N", "P", "O", "O", "C", "C", "P", "O", "C", "N", "C", "S", "O", "O", "C", "F", "F", "C", "F", "F", "C", "F", "F", "C", "F", "F", "F", "C", "C", "C", "O", "N", "C", "O", "H", "H", "H", "H", "H", "H", "H", "H", "C", "C", "C", "O", "H", "H", "H", "H", "H", "H", "H", "H", "C", "C", "C", "O", "H", "H", "H", "H", "H", "H", "H", "H"],
  "xyz": [[2.36776, -0.91696, -1.72077], [2.18354, -2.46296, -1.28760], [2.92045, -3.36193, -2.56625], [3.07256, -2.60642, 0.18585], [0.39161, -2.99997, -1.14408], [-0.77237, -2.47700, -2.06521], [-0.30333, -1.21644, -3.43175], [-0.61026, 0.21240, -2.95224], [-2.26180, -2.97455, -1.89890], [-3.27322, -2.43304, -2.78418], [-2.64744, -4.02792, -0.79415], [-4.34644, -4.63392, -0.46648], [-4.19389, -6.07161, 0.00855], [-5.24853, -4.70192, -1.66975], [-5.24214, -3.75547, 0.91613], [-6.46914, -4.41670, 1.10223], [-4.47631, -4.02431, 2.10189], [-5.32944, -2.16621, 0.80694], [-4.04797, -1.57637, 0.53825], [-5.65692, -1.69550, 2.12117], [-6.32293, -1.57356, -0.29137], [-6.25449, -0.14543, -0.14978], [-5.95950, -1.83233, -1.62988], [-7.86961, -1.95382, -0.13118], [-8.32979, -2.05841, 1.18577], [-8.14675, -3.07740, -0.93486], [-8.60982, -0.87861, -0.71850], [-1.48922, -4.54410, 0.08575], [-0.01545, -4.05294, -0.08714], [0.76097, -4.89037, 1.00407], [1.76901, -4.70605, 1.70314], [-0.02907, -6.12054, 1.18915], [-1.42431, -5.58925, 1.29145], [-2.23616, -5.91648, 2.16405], [2.92627, -0.41469, -0.99834], [3.25185, -4.21440, -2.20030], [2.45307, -2.30421, 0.89492], [1.07510, -1.42231, -3.81544], [-1.10528, -1.50174, -4.59672], [-2.87907, -2.13226, -3.69348], [-3.99837, -3.12211, -3.03489], [0.10844, -6.89345, 0.52700], [5.13206, 2.87373, -0.32002], [3.85608, 2.51555, 0.42479], [3.75758, 3.26441, 1.74380], [3.83034, 1.10991, 0.67319], [6.01590, 2.60353, 0.26717], [5.19574, 2.31993, -1.26080], [5.17330, 3.94348, -0.54005], [2.98860, 2.75144, -0.19756], [4.59396, 3.00806, 2.40243], [2.84170, 2.98907, 2.27428], [3.75834, 4.34548, 1.58411], [4.59365, 0.89007, 1.22361], [2.56663, 7.66138, 0.99506], [3.79183, 7.44159, 1.86860], [4.40370, 8.76300, 2.30650], [4.76153, 6.68656, 1.14430], [2.82990, 8.20825, 0.08383], [2.14405, 6.70391, 0.67838], [1.79655, 8.22391, 1.52908], [3.51490, 6.85512, 2.74911], [4.73038, 9.34787, 1.44056], [5.28931, 8.58998, 2.92372], [3.68868, 9.35849, 2.87981], [5.01364, 7.19651, 0.36302]],
  "forces_ev_per_angstrom": [[-0.98, -2.75, 0.95], [3.27, 4.32, -0.81], [-1.29, -0.05, 3.42], [-2.52, -0.95, -2.05], [-4.21, -2.10, 0.68], [0.42, -2.48, 1.84], [-0.77, 3.34, 1.86], [0.51, -3.03, -1.11], [1.10, -0.48, 0.65], [2.04, -1.76, 0.35], [3.96, 1.83, 0.35], [-1.11, -7.38, -2.82], [0.32, 4.61, -0.17], [2.28, 2.34, 2.42], [0.45, -0.58, 3.21], [2.58, 1.95, -0.88], [-1.60, 0.77, -2.85], [1.09, 1.60, 1.52], [-2.73, -1.95, 0.31], [0.22, -1.04, -3.31], [-0.26, 2.54, -0.86], [0.01, -3.24, -0.03], [-0.49, 0.17, 3.21], [-2.37, 0.88, -1.38], [1.37, -0.29, -3.21], [0.56, 2.30, 2.58], [1.71, -2.60, 1.42], [0.63, 2.47, -1.66], [-2.66, 0.80, -1.07], [1.97, -0.63, 0.58], [-3.19, 0.15, -2.81], [-1.15, 1.50, 1.05], [-1.44, -1.44, 0.70], [2.98, 1.49, -3.44], [-0.55, -0.37, -0.64], [-0.23, 0.44, -0.50], [0.70, -0.43, -0.45], [-0.96, -0.40, 0.30], [0.49, -0.50, 0.56], [-0.12, 0.13, 1.04], [0.17, 0.34, 0.77], [-0.10, 0.59, 0.34], [0.02, 0.00, -0.34], [0.55, 0.20, 0.35], [-0.33, 0.11, 0.14], [-0.26, -0.36, -0.14], [-0.08, 0.10, 0.09], [-0.08, 0.07, 0.06], [0.03, -0.06, 0.06], [0.02, -0.26, 0.05], [0.07, 0.06, -0.13], [0.03, 0.01, -0.11], [0.09, -0.07, 0.02], [-0.12, 0.09, -0.12], [-0.24, -0.20, 0.01], [0.03, 0.54, -0.49], [0.14, 0.03, 0.29], [0.09, -0.29, 0.09], [0.04, 0.08, 0.12], [0.02, 0.06, 0.10], [0.03, -0.02, -0.07], [0.16, -0.11, -0.13], [-0.15, -0.03, -0.02], [-0.12, -0.02, 0.00], [0.06, 0.00, -0.05], [-0.07, -0.06, 0.15]],
  "e_homo_ev": -9.197,
  "e_lumo_ev": -2.49,
  "e_tot_ev": -95814.8515,
  "smiles": "N=P(O)(O)c1c([PH2]=O)c(N)c(S(=O)(=O)C(F)(F)C(F)(F)C(F)(F)C(F)(F)F)c2c1C(=O)NC2=O.CC(C)O.CC(C)O"
}

no.,HOMO-LUMO gap (eV)
1,9.52
2,6.71